Record 1
{
  "formula": "C23H30ClCsFN3O7SeSi",
  "method": "the ωB97M-V functional and the def2-TZVPD basis",
  "symbols": ["Cs", "C", "O", "C", "C", "C", "C", "C", "C", "O", "C", "O", "C", "H", "H", "H", "H", "H", "H", "H", "H", "H", "C", "Si", "C", "C", "N", "C", "C", "C", "C", "C", "C", "F", "H", "H", "H", "H", "H", "H", "H", "H", "H", "H", "H", "H", "H", "C", "N", "C", "C", "N", "C", "C", "Se", "H", "H", "H", "H", "H", "H", "H", "H", "O", "Cl", "O", "O", "O"],
  "xyz": [[0.597, -1.676, -0.585], [6.785, -2.045, -4.103], [7.197, -2.055, -2.756], [6.257, -1.686, -1.819], [6.711, -1.681, -0.489], [5.824, -1.298, 0.491], [4.505, -0.910, 0.222], [3.703, -0.414, 1.361], [2.564, 0.558, 1.118], [3.997, -0.706, 2.514], [4.012, -0.980, -1.125], [2.796, -0.786, -1.438], [4.967, -1.348, -2.136], [7.652, -2.336, -4.693], [6.451, -1.051, -4.415], [5.972, -2.755, -4.283], [7.736, -1.952, -0.272], [6.142, -1.266, 1.526], [2.726, 1.143, 0.214], [2.471, 1.198, 1.994], [1.610, 0.045, 0.995], [4.590, -1.372, -3.149], [-0.226, 3.431, 0.574], [-1.216, 2.852, 2.068], [-0.271, 3.397, 3.621], [-2.803, 3.910, 2.091], [-1.420, 1.188, 1.962], [-1.909, 0.356, 2.888], [-2.716, 0.690, 4.015], [-3.195, -0.253, 4.915], [-2.910, -1.604, 4.769], [-2.113, -1.987, 3.687], [-1.647, -1.038, 2.815], [-0.863, -1.465, 1.785], [-0.455, 4.466, 0.298], [-0.439, 2.800, -0.292], [0.849, 3.365, 0.772], [-0.029, 4.465, 3.585], [0.666, 2.838, 3.704], [-0.850, 3.210, 4.530], [-2.553, 4.977, 2.120], [-3.423, 3.687, 2.965], [-3.413, 3.737, 1.199], [-2.965, 1.736, 4.162], [-3.807, 0.080, 5.748], [-3.288, -2.342, 5.466], [-1.849, -3.023, 3.508], [-3.634, 1.415, -0.758], [-3.651, 0.518, -1.905], [-4.151, -0.772, -1.873], [-3.895, -1.328, -3.068], [-3.242, -0.374, -3.825], [-2.649, -0.639, -5.118], [-3.093, 0.772, -3.112], [-2.361, 2.364, -3.712], [-4.650, 1.552, -0.387], [-3.235, 2.369, -1.090], [-2.994, 1.017, 0.036], [-4.576, -1.198, -0.982], [-4.040, -2.336, -3.417], [-3.408, -1.016, -5.805], [-1.854, -1.377, -5.008], [-2.240, 0.293, -5.496], [-2.617, -2.926, -0.307], [-1.762, -3.480, -1.317], [-2.487, -4.413, -2.140], [-0.635, -4.136, -0.691], [-1.247, -2.407, -2.155]],
  "forces_ev_per_angstrom": [[0.8302, 0.9036, 1.3365], [0.0190, -0.0104, 0.0287], [0.0053, -0.0050, -0.0773], [-0.0221, 0.0038, 0.0132], [-0.0135, 0.0062, 0.0203], [-0.0186, 0.0054, -0.0211], [0.0156, 0.0023, -0.0114], [0.0416, 0.0178, -0.0421], [0.0634, 0.0292, -0.0449], [0.0195, 0.0257, 0.0287], [0.0461, 0.0016, -0.0150], [1.2885, 0.5725, -0.4132], [-0.0423, -0.0147, 0.0220], [0.0130, -0.0045, 0.0087], [0.0032, 0.0104, 0.0092], [0.0006, -0.0052, 0.0142], [-0.0064, 0.0013, 0.0018], [-0.0004, 0.0024, 0.0078], [-0.0244, -0.0037, 0.0051], [0.0179, -0.0108, 0.0156], [0.2307, 0.2492, 0.3142], [-0.0011, 0.0016, 0.0108], [0.0190, 0.0396, -0.0190], [0.0044, -0.0007, 0.0129], [0.0140, 0.0204, 0.0104], [-0.0287, -0.0172, -0.0184], [-0.0181, -0.0295, 0.0010], [0.0160, 0.0635, 0.0444], [-0.0124, 0.0243, -0.0036], [0.0151, 0.0060, -0.0128], [0.0103, 0.0253, -0.0127], [-0.0118, 0.0033, -0.0075], [-0.0913, -0.0691, 0.0107], [-0.0734, -0.0203, 0.2716], [0.0330, -0.0267, 0.0338], [-0.0282, 0.0148, 0.0056], [-0.0396, -0.0268, -0.0173], [-0.0059, -0.0195, 0.0109], [-0.0308, 0.0234, -0.0099], [0.0183, -0.0005, -0.0296], [-0.0055, -0.0108, -0.0012], [0.0172, 0.0057, -0.0320], [0.0210, -0.0056, 0.0130], [0.0026, -0.0328, -0.0068], [0.0015, 0.0056, -0.0046], [0.0032, 0.0107, -0.0035], [-0.0021, 0.0147, 0.0012], [0.0026, -0.0023, -0.0065], [0.0617, -0.0204, 0.0185], [-0.0106, 0.0877, 0.0495], [-0.0192, 0.0111, -0.0227], [0.0501, -0.0208, 0.0212], [-0.0473, 0.0061, 0.0219], [-0.1033, -0.0867, -0.0010], [0.0100, -0.0154, -0.0031], [0.0033, -0.0124, 0.0016], [0.0007, 0.0168, -0.0093], [0.0038, 0.0026, -0.0187], [0.0471, 0.0300, 0.0016], [0.0205, 0.0261, 0.0254], [-0.0030, -0.0009, 0.0049], [0.0044, -0.0010, 0.0013], [0.0089, 0.0202, -0.0046], [-0.0194, -0.0196, -0.0127], [-0.7544, -0.6377, -0.3711], [-0.0116, -0.0117, 0.0237], [-0.3075, -0.6064, -0.1109], [-1.2304, -0.5418, -1.0575]],
  "e_above_lowest_kj_mol": 142.5,
  "e_tot_ev": -132148.8367,
  "charge": -2
}

***

Record 2
{
  "formula": "C23H38F5N2O4",
  "method": "the ωB97M-V functional and the def2-TZVPD basis",
  "symbols": ["C", "O", "C", "C", "C", "C", "C", "C", "O", "C", "C", "N", "C", "F", "F", "C", "C", "C", "C", "C", "C", "F", "F", "F", "C", "H", "H", "H", "H", "H", "H", "H", "H", "H", "H", "H", "H", "H", "H", "H", "H", "H", "H", "H", "H", "H", "H", "H", "C", "O", "C", "C", "N", "C", "C", "O", "C", "H", "H", "H", "H", "H", "H", "H", "H", "H", "H", "H", "H", "H", "H", "H"],
  "xyz": [[5.910, 1.463, -2.729], [6.282, 0.104, -2.654], [5.608, -0.630, -1.673], [4.131, -0.842, -1.992], [3.495, -1.940, -1.153], [3.659, -1.846, 0.361], [3.028, -0.764, 1.244], [3.585, 0.641, 1.325], [3.349, 1.151, 2.624], [1.999, 1.156, 3.027], [1.204, -0.113, 2.694], [1.502, -0.659, 1.290], [0.642, 0.073, 0.249], [-0.509, -0.649, 0.329], [0.414, 1.294, 0.758], [1.079, 0.211, -1.172], [1.608, 1.413, -1.611], [1.891, 1.583, -2.953], [1.655, 0.553, -3.845], [1.109, -0.640, -3.397], [0.873, -1.757, -4.378], [2.056, -2.292, -4.784], [0.227, -1.319, -5.477], [0.150, -2.763, -3.827], [0.795, -0.812, -2.066], [4.941, 1.589, -3.221], [5.869, 1.912, -1.731], [6.667, 1.972, -3.317], [5.737, -0.140, -0.697], [6.109, -1.598, -1.615], [3.591, 0.101, -1.930], [4.090, -1.158, -3.037], [2.448, -2.093, -1.402], [3.979, -2.879, -1.438], [4.722, -1.783, 0.601], [3.340, -2.802, 0.785], [3.230, -1.147, 2.247], [4.663, 0.595, 1.202], [3.172, 1.310, 0.567], [1.481, 2.037, 2.651], [2.005, 1.228, 4.114], [0.137, 0.073, 2.774], [1.441, -0.926, 3.376], [1.135, -1.611, 1.292], [1.769, 2.240, -0.936], [2.291, 2.521, -3.307], [1.878, 0.679, -4.896], [0.325, -1.726, -1.737], [-7.891, 1.969, 1.982], [-7.461, 1.001, 1.045], [-6.532, 1.475, 0.083], [-5.196, 0.787, 0.248], [-4.554, 1.183, 1.495], [-3.357, 0.430, 1.831], [-3.490, -1.067, 2.094], [-4.206, -1.384, 3.263], [-5.612, -1.497, 3.116], [-8.678, 1.510, 2.576], [-7.084, 2.288, 2.652], [-8.297, 2.853, 1.483], [-6.419, 2.560, 0.162], [-6.927, 1.246, -0.911], [-4.546, 1.068, -0.587], [-5.374, -0.295, 0.182], [-5.223, 1.095, 2.249], [-2.928, 0.883, 2.731], [-2.632, 0.570, 1.022], [-2.480, -1.464, 2.248], [-3.910, -1.599, 1.231], [-5.880, -1.876, 2.126], [-6.122, -0.544, 3.278], [-5.961, -2.202, 3.868]],
  "forces_ev_per_angstrom": [[-0.0218, -0.1584, 0.0159], [0.1819, 0.0534, -0.1577], [-0.0959, -0.0975, 0.1649], [0.1039, -0.0640, -0.1790], [0.2347, -0.2146, 0.0708], [-0.2119, 0.0174, -0.1295], [0.2294, -0.1192, 0.1075], [-0.1200, 0.2048, -0.0673], [0.1473, -0.2256, 0.0870], [-0.2013, 0.0477, 0.0431], [-0.0812, -0.0772, 0.0878], [0.1908, -0.0028, 0.5517], [-0.3201, 0.1023, -0.0031], [0.1592, 0.2396, 0.0089], [-0.1327, -0.1680, -0.0170], [-0.1295, -0.1973, 0.1298], [-0.0585, 0.2572, -0.0298], [-0.0233, 0.0811, -0.2468], [-0.0003, 0.0815, -0.1080], [-0.1098, -0.1007, -0.1133], [0.0420, -0.4711, -0.3204], [-0.6189, 0.2801, 0.1727], [0.2840, -0.2869, 0.4859], [0.3164, 0.5060, -0.3475], [-0.1144, 0.1372, 0.0098], [-0.0822, 0.0373, 0.0009], [-0.0004, 0.0658, 0.0640], [0.0413, 0.0388, -0.0322], [-0.0049, 0.0505, 0.0415], [0.0495, -0.0131, -0.0369], [0.0946, -0.0924, 0.1488], [-0.0662, 0.0452, -0.0387], [0.1694, 0.0115, -0.0196], [0.0399, -0.0415, 0.0776], [0.0396, 0.0191, 0.0777], [-0.0515, -0.0368, 0.0109], [-0.0224, -0.0197, -0.0159], [0.0684, 0.0723, -0.0142], [0.0520, -0.0006, -0.1158], [0.0314, 0.0333, -0.1445], [0.0032, 0.0415, 0.0217], [-0.0804, 0.0655, -0.0379], [0.1426, -0.0516, -0.0921], [-0.0334, -0.0727, -0.1678], [-0.0134, -0.0171, 0.0887], [0.0071, 0.0436, 0.0030], [0.0106, 0.0042, -0.0471], [-0.0568, -0.0341, 0.0066], [-0.0576, 0.0001, -0.0363], [0.0805, -0.0347, 0.1237], [-0.0620, 0.0500, -0.0974], [0.0507, -0.0373, 0.0971], [-0.0882, -0.1374, 0.0066], [0.0166, 0.1657, 0.0528], [0.1038, -0.0746, -0.0603], [-0.0426, 0.0264, 0.0526], [0.0042, -0.0312, 0.0653], [0.0005, -0.0118, 0.0029], [0.0194, 0.0167, -0.0366], [-0.0072, 0.0149, 0.0050], [0.0522, 0.0040, 0.0162], [-0.0245, 0.0185, 0.0050], [0.0117, -0.0085, -0.0039], [0.0069, 0.0033, -0.0556], [-0.0107, 0.0314, 0.0115], [0.0166, -0.0075, -0.0070], [-0.0092, 0.0007, -0.0379], [-0.0049, -0.0153, -0.0172], [-0.0443, 0.0447, -0.0040], [-0.0094, 0.0034, -0.0174], [-0.0011, 0.0067, -0.0608], [0.0106, -0.0025, 0.0006]],
  "e_tot_ev": -49216.4153,
  "charge": 1
}

***

Record 3
{
  "formula": "CH8N5",
  "method": "the ωB97M-V functional and the def2-TZVPD basis",
  "symbols": ["C", "N", "N", "N", "N", "N", "H", "H", "H", "H", "H", "H", "H", "H"],
  "xyz": [[-0.172, 0.381, -0.078], [0.961, 0.155, 0.183], [2.023, -0.464, 0.406], [-0.686, 2.000, 0.167], [3.082, -0.450, -0.302], [-2.476, -1.112, -0.031], [-1.146, -0.326, -0.434], [-0.163, 2.524, -0.441], [-0.161, 2.097, 1.059], [3.256, -0.337, -1.293], [3.834, -0.770, 0.244], [-2.985, -1.726, -0.613], [-3.093, -0.371, 0.247], [-2.275, -1.603, 0.885]],
  "forces_ev_per_angstrom": [[-1.7117, 0.6183, -0.6299], [-2.2213, 3.0088, -2.5119], [1.0540, -3.9147, 3.7698], [-0.6202, -3.3660, 2.7947], [1.6155, 1.1732, -1.5174], [1.1577, -0.0188, 2.2300], [0.3384, 0.3969, 1.0342], [1.6754, 1.7825, -2.4068], [-0.6469, 0.4063, -0.3830], [-0.7302, 0.3418, -0.2529], [1.1966, -0.5920, 0.3479], [-0.5412, -0.8824, -0.8639], [-0.4433, 0.5917, -0.0947], [-0.1228, 0.4542, -1.5162]],
  "s2": 2.017,
  "multiplicity": 3,
  "e_above_lowest_kj_mol": 537.6,
  "e_tot_ev": -8603.1657,
  "charge": 1
}

***

Record 4
{
  "formula": "C3H6NO2",
  "method": "the ωB97M-V functional and the def2-TZVPD basis",
  "symbols": ["C", "C", "O", "N", "C", "O", "H", "H", "H", "H", "H", "H"],
  "xyz": [[1.281, -0.044, 1.360], [0.963, 0.470, -0.047], [1.762, 1.171, -0.673], [-0.236, 0.094, -0.524], [-1.361, -0.758, 0.114], [-2.422, -0.784, -0.646], [0.406, 0.238, 1.953], [2.147, 0.491, 1.741], [1.332, -1.128, 1.406], [-0.344, 0.171, -1.529], [-0.883, -1.744, 0.343], [-1.504, -0.267, 1.110]],
  "forces_ev_per_angstrom": [[-0.8841, 0.9851, -0.2141], [-0.2865, -0.5838, 0.0317], [0.2440, -0.0123, -0.0054], [0.4519, -0.2354, -0.2058], [-0.1011, 0.3438, 0.1451], [0.1510, -0.1522, -0.1239], [0.1121, -0.0964, 0.2672], [0.1767, -0.3287, -0.0137], [0.3000, -0.0737, -0.1016], [-0.2522, 0.2892, 0.1878], [0.0699, -0.1585, -0.0806], [0.0183, 0.0228, 0.1131]],
  "e_above_lowest_kj_mol": 121.9,
  "smiles": "CC(=O)NC[O-]",
  "e_tot_ev": -8793.9535,
  "charge": -1
}

***

The calculation returns the following max |F| values, one per record and in order: 1.81 0.70 5.54 1.34 eV/Å.